Entry 1:
The following is a DFT calculation (the ωB97M-V functional and the def2-TZVPD basis) of 8 unconnected molecules or ions with the total composition C20H49ClN10O15 in a non-equilibrium geometry.

Results
orbital gap	9.088	eV
molecular weight	705.120	g/mol
HOMO level	-9.25	eV
energy	-2927.115074	a.u.
SMILES	[H]/N=C(/C)C[C@](Cl)(CN)O[C@@H](N)CCCCCCC.C[N+](=O)[O-].C[N+](=O)[O-].C[N+](=O)[O-].C[N+](=O)[O-].C[N+](=O)[O-].C[N+](=O)[O-].C[N+](=O)[O-]

Positions of all 95 atoms, in Å:
H (4.8664, 7.2740, -0.2865)
N (4.6665, 6.9334, -1.2266)
C (3.4360, 7.0067, -1.4743)
C (2.9868, 6.5124, -2.8168)
C (2.4592, 7.5362, -0.4404)
C (1.5404, 6.4342, 0.1272)
Cl (0.6466, 7.2238, 1.5027)
C (2.4354, 5.2856, 0.6872)
N (2.0601, 4.6664, 1.9409)
O (0.7334, 6.0462, -0.9344)
C (-0.3039, 5.1105, -0.6421)
N (-1.5655, 5.7570, -0.2742)
C (-0.5525, 4.3231, -1.9499)
C (-1.0049, 2.8841, -1.7382)
C (-0.0418, 1.9524, -0.9863)
C (1.4071, 1.9955, -1.4763)
C (2.2136, 0.9458, -0.6794)
C (3.7188, 1.0178, -0.8933)
C (4.3771, 2.2255, -0.2056)
H (1.9220, 6.3244, -2.8853)
H (3.4898, 5.5664, -2.9976)
H (3.3086, 7.1731, -3.6143)
H (1.8528, 8.3545, -0.8219)
H (3.0412, 7.8985, 0.4010)
H (3.4184, 5.7096, 0.8510)
H (2.5577, 4.5307, -0.0821)
H (2.4187, 5.1573, 2.7427)
H (1.0736, 4.4798, 2.0222)
H (-0.0469, 4.3833, 0.1274)
H (-1.4836, 6.7603, -0.3819)
H (-1.7407, 5.5511, 0.7004)
H (0.2756, 4.4189, -2.6477)
H (-1.3889, 4.8349, -2.4194)
H (-1.1569, 2.4433, -2.7240)
H (-1.9805, 2.8421, -1.2564)
H (-0.0369, 2.2026, 0.0774)
H (-0.3661, 0.9198, -1.0818)
H (1.4669, 1.7043, -2.5259)
H (1.8305, 2.9967, -1.4081)
H (1.9499, 1.0816, 0.3682)
H (1.8445, -0.0176, -1.0250)
H (4.1476, 0.1381, -0.4197)
H (3.9466, 0.9556, -1.9547)
H (5.2963, 1.9194, 0.2863)
H (3.7406, 2.6221, 0.5772)
H (4.6445, 2.9945, -0.9274)
C (1.5383, -3.5104, -0.4875)
N (2.3001, -2.7799, -1.5393)
O (1.7391, -2.5574, -2.5995)
O (3.4379, -2.4487, -1.2719)
H (0.5522, -3.7352, -0.8699)
H (2.0839, -4.4212, -0.2633)
H (1.4779, -2.8675, 0.3832)
C (-1.2231, -5.4671, 3.0550)
N (-0.4899, -4.7363, 1.9897)
O (-1.0746, -4.5212, 0.9451)
O (0.6539, -4.4009, 2.2377)
H (-2.2183, -5.6954, 2.6921)
H (-0.6695, -6.3769, 3.2711)
H (-1.2681, -4.8198, 3.9239)
C (1.5431, -5.5817, -4.7385)
N (0.9444, -6.4794, -3.7104)
O (0.1162, -7.2909, -4.0743)
O (1.3299, -6.3337, -2.5651)
H (1.1120, -5.8201, -5.6965)
H (1.3135, -4.5593, -4.4472)
H (2.6139, -5.7548, -4.7404)
C (-4.3785, -2.1624, 5.0857)
N (-3.1651, -2.9794, 4.8331)
O (-2.5154, -2.7424, 3.8300)
O (-2.8953, -3.8392, 5.6497)
H (-4.4860, -1.4498, 4.2787)
H (-5.2202, -2.8337, 5.1200)
H (-4.2420, -1.6597, 6.0283)
C (-6.6831, -4.6439, 1.8131)
N (-5.9321, -3.8285, 2.8055)
O (-5.0907, -4.3959, 3.4780)
O (-6.2160, -2.6494, 2.8703)
H (-6.3266, -5.6657, 1.8665)
H (-7.7361, -4.5824, 2.0713)
H (-6.4964, -4.2152, 0.8331)
C (3.2074, -6.2054, -9.4157)
N (2.7202, -6.2392, -8.0090)
O (2.5845, -7.3252, -7.4826)
O (2.4910, -5.1662, -7.4816)
H (3.3670, -7.2240, -9.7492)
H (2.4454, -5.7131, -10.0125)
H (4.1345, -5.6403, -9.4255)
C (-6.6704, -0.2480, 9.2700)
N (-5.6321, -0.9029, 8.4264)
O (-5.8133, -0.9287, 7.2208)
O (-4.6712, -1.3680, 9.0002)
H (-7.4603, 0.1165, 8.6239)
H (-7.0453, -0.9950, 9.9631)
H (-6.1906, 0.5689, 9.8005)

Cartesian forces (eV/Å) of the 2 atoms listed first:
H 0.107 0.065 -0.036
N 0.954 -0.053 0.231

***

Entry 2:
The following is a DFT calculation (the ωB97M-V functional and the def2-TZVPD basis) of a single C5H9N3 molecule in a non-equilibrium geometry.

Results
orbital gap	9.141	eV
molecular weight	111.148	g/mol
HOMO level	-8.11	eV
energy	-360.143730	a.u.
SMILES	CCc1n[nH]cc1N
energy above the lowest of the compared OMol25 structures with the same formula, charge and spin	140.56	kJ/mol

Positions of all 17 atoms, in Å:
C (-1.8020, 0.6811, -0.3663)
C (-0.8388, 0.8914, 0.7386)
C (0.5914, 0.5527, 0.3849)
N (1.5334, 1.5282, 0.2629)
N (2.6511, 0.9288, -0.0370)
C (2.4587, -0.3918, -0.2558)
C (1.1380, -0.6889, 0.0760)
N (0.6665, -1.9661, 0.3328)
H (-1.6149, 1.2975, -1.2339)
H (-2.8333, 0.9467, -0.0183)
H (-1.8343, -0.3145, -0.7152)
H (-1.1614, 0.2742, 1.5722)
H (-0.8324, 1.9744, 1.0502)
H (3.4906, 1.4776, -0.2748)
H (3.3086, -1.1704, -0.2965)
H (1.5701, -2.5636, 0.2973)
H (-0.0752, -2.5892, -0.0416)

Cartesian forces (eV/Å) of the 2 atoms listed first:
C -1.878 1.180 -0.256
C 1.438 1.174 0.758

***

Entry 3:
The following is a DFT calculation (the ωB97M-V functional and the def2-TZVPD basis) of 11 unconnected molecules or ions with the total composition C25H72N4O11 in a non-equilibrium geometry.

Results
orbital gap	9.171	eV
molecular weight	604.868	g/mol
HOMO level	-8.84	eV
energy	-2042.060667	a.u.
SMILES	NC(N)=O.NC(N)=O.CC(C)O.CC(C)O.CC(C)O.CC(C)O.CC(C)O.CC(C)O.CC(C)O.CO.CO
energy above the lowest of the compared OMol25 structures with the same formula, charge and spin	730.44	kJ/mol

Positions of all 112 atoms, in Å:
N (7.1557, 1.3646, 3.4489)
C (8.2647, 1.1189, 4.0996)
N (8.0346, 1.0670, 5.3773)
O (9.4928, 0.9630, 3.4730)
H (7.2373, 1.3271, 2.4358)
H (6.2692, 1.3306, 3.9472)
H (8.6926, 0.6935, 6.0121)
H (7.0869, 1.2328, 5.7594)
N (7.5905, 4.1106, 3.7080)
C (6.6706, 5.0210, 3.7988)
N (7.2057, 6.0582, 4.3035)
O (5.4046, 4.8541, 3.3123)
H (7.2672, 3.1336, 3.6049)
H (8.4303, 4.3322, 4.1722)
H (6.5177, 6.7444, 4.5400)
H (8.1433, 6.1542, 4.7906)
C (10.9162, 8.0806, 7.2481)
C (9.6825, 8.4839, 7.9777)
C (9.6685, 8.1020, 9.4780)
O (9.3487, 9.7211, 7.9504)
H (11.7415, 8.6799, 7.7019)
H (10.9623, 8.4245, 6.2385)
H (11.1247, 7.0378, 7.3286)
H (8.9653, 7.9286, 7.4960)
H (10.0290, 7.1273, 9.7013)
H (8.6975, 8.2051, 9.9839)
H (10.3750, 8.7253, 10.0016)
H (8.8540, 9.8456, 7.1366)
C (11.7562, 2.9185, 10.6064)
C (12.2990, 4.3096, 10.4516)
C (11.8703, 4.9831, 9.1987)
O (11.9606, 5.0013, 11.4310)
H (10.7334, 3.0675, 10.3418)
H (11.8674, 2.4464, 11.6648)
H (12.0720, 2.2247, 9.7952)
H (13.4113, 4.1744, 10.5625)
H (10.7557, 5.1162, 9.1284)
H (12.0724, 4.3391, 8.3765)
H (12.3254, 5.9245, 9.0731)
H (11.6986, 5.8631, 11.1501)
C (6.7705, 3.9800, 11.2676)
C (7.7438, 4.8971, 10.4987)
C (7.2507, 5.1906, 9.0749)
O (7.8659, 6.0313, 11.0361)
H (5.7950, 4.5226, 11.4011)
H (7.1227, 3.6475, 12.2461)
H (6.6568, 3.1242, 10.5759)
H (8.7366, 4.4265, 10.4632)
H (7.2120, 4.3802, 8.4201)
H (7.7256, 5.9827, 8.4429)
H (6.2473, 5.6719, 9.1895)
H (8.3874, 5.8968, 11.8227)
C (4.9157, 5.9901, 6.4738)
C (5.0572, 7.4804, 6.1810)
C (6.3482, 7.9775, 6.8108)
O (5.1499, 7.7952, 4.9260)
H (4.5548, 5.8614, 7.5061)
H (5.8766, 5.5679, 6.4230)
H (4.2910, 5.5504, 5.6837)
H (4.1779, 8.0167, 6.5741)
H (6.2916, 7.8192, 7.8635)
H (6.5213, 9.0825, 6.7970)
H (7.1975, 7.5171, 6.3582)
H (4.2945, 8.0097, 4.5837)
C (3.2121, 2.3857, 6.2258)
C (4.5761, 2.4530, 5.5427)
C (5.6737, 2.6274, 6.5719)
O (4.8506, 1.5509, 4.6860)
H (2.8922, 3.3064, 6.6816)
H (3.0314, 1.6437, 6.9804)
H (2.4598, 2.1382, 5.4954)
H (4.5424, 3.2582, 4.8364)
H (6.5723, 2.9296, 6.1377)
H (5.8694, 1.7299, 7.1508)
H (5.4241, 3.3833, 7.3125)
H (4.6606, 0.7283, 5.1442)
C (10.7002, 1.1480, 7.0268)
C (9.5912, 0.7517, 8.0383)
C (8.7155, 1.9221, 8.3260)
O (8.9014, -0.2371, 7.7278)
H (11.3080, 1.9446, 7.4098)
H (10.2390, 1.3772, 6.0698)
H (11.3554, 0.3347, 6.8516)
H (10.0460, 0.5013, 9.0299)
H (9.2001, 2.7506, 8.7747)
H (7.9435, 1.6100, 9.0095)
H (8.1272, 2.2710, 7.4698)
H (9.4062, -1.0530, 7.8728)
C (12.2234, 2.4572, 3.6898)
C (12.2003, 3.9146, 4.2003)
C (12.6040, 4.1352, 5.6196)
O (12.8206, 4.7590, 3.5499)
H (13.2969, 2.1919, 3.4479)
H (11.6638, 2.2484, 2.7896)
H (11.8461, 1.8194, 4.4902)
H (11.1514, 4.1437, 4.2067)
H (11.9433, 4.8280, 6.1643)
H (13.6133, 4.4701, 5.6979)
H (12.5677, 3.1511, 6.1313)
H (12.4661, 5.6461, 3.7163)
C (9.2565, 4.4378, 6.3175)
O (9.4954, 5.6257, 5.6268)
H (9.6053, 3.5716, 5.6961)
H (8.2203, 4.3244, 6.4592)
H (9.6791, 4.3463, 7.3380)
H (10.3839, 5.5802, 5.2955)
C (10.4737, 6.9411, 2.9653)
O (11.4435, 7.2771, 3.9840)
H (10.6949, 5.9400, 2.6066)
H (10.4724, 7.6900, 2.1492)
H (9.4263, 6.9099, 3.3201)
H (11.6876, 8.2125, 3.8720)

Cartesian forces (eV/Å) of the 2 atoms listed first:
N -0.712 -0.155 -2.999
C 6.370 -1.291 -3.983

***

Entry 4:
The following is a DFT calculation (the ωB97M-V functional and the def2-TZVPD basis) of 2 unconnected molecules or ions with the total composition C5H15N2P2Si in a non-equilibrium geometry.

Results
orbital gap	7.886	eV
molecular weight	193.223	g/mol
HOMO level	-12.78	eV
total charge	+1
energy	-1280.870344	a.u.
energy above the lowest of the compared OMol25 structures with the same formula, charge and spin	301.99	kJ/mol

Positions of all 25 atoms, in Å:
C (-0.6420, -1.0186, -0.9599)
C (0.6556, -1.3477, -0.8475)
C (-0.7717, -0.1882, 1.9021)
C (-2.9859, -1.7568, 0.7199)
C (-2.6052, 1.1419, -0.5010)
N (2.4528, 1.7059, -1.1771)
N (4.6719, 1.4040, -0.0435)
Si (-1.8292, -0.3556, 0.3030)
P (2.4573, -0.9140, 0.8346)
P (3.1843, 0.6286, -0.2030)
H (-1.3601, -1.3164, -1.8007)
H (1.2635, -2.1024, -1.4919)
H (0.1346, 0.4274, 1.7233)
H (-1.4011, 0.2219, 2.7333)
H (-0.3799, -1.1944, 2.0649)
H (-3.9604, -1.6784, 0.2768)
H (-2.6254, -2.7791, 0.4816)
H (-2.9584, -2.0003, 1.7311)
H (-2.0290, 1.4323, -1.4787)
H (-3.5691, 0.9116, -1.0097)
H (-2.7772, 1.9911, 0.0548)
H (3.0028, 2.5804, -1.3766)
H (1.5795, 1.5836, -1.6917)
H (5.1540, 1.4511, -0.8875)
H (5.3382, 1.1722, 0.6435)

Cartesian forces (eV/Å) of the 2 atoms listed first:
C 1.612 -0.728 -0.022
C -0.166 -0.941 -1.425

***

Entry 5:
The following is a DFT calculation (the ωB97M-V functional and the def2-TZVPD basis) of a molecular structure, C36H47As2CoN3O3 in a non-equilibrium geometry.

Results
orbital gap (alpha / beta)	8.311 / 8.240	eV
expectation value of S²	0.84
molecular weight	778.567	g/mol
HOMO level (alpha / beta)	-7.82 / -7.75	eV
spin multiplicity	2
energy	-7644.147449	a.u.
energy above the lowest of the compared OMol25 structures with the same formula, charge and spin	14.80	kJ/mol

Positions of all 92 atoms, in Å:
Co (0.7235, 0.3019, -1.0839)
C (1.0519, -0.4203, 2.6182)
C (0.2408, -1.5182, 1.9400)
As (-1.7102, -1.3290, 2.1840)
C (-2.2369, -3.0374, 1.4116)
C (-3.0257, -3.9550, 2.0960)
C (-3.4535, -5.1170, 1.4665)
C (-3.0976, -5.3694, 0.1505)
C (-2.3138, -4.4556, -0.5386)
C (-1.8894, -3.2928, 0.0871)
C (-1.8523, -1.7633, 4.0792)
C (-1.1054, -2.7750, 4.6788)
C (-1.2317, -3.0325, 6.0348)
C (-2.1133, -2.2864, 6.8059)
C (-2.8734, -1.2898, 6.2153)
C (-2.7415, -1.0310, 4.8568)
As (0.8647, 1.3425, 1.7500)
C (-0.6675, 2.1200, 2.6735)
C (-1.4547, 3.0009, 1.9374)
C (-2.5445, 3.6351, 2.5190)
C (-2.8584, 3.3910, 3.8472)
C (-2.0748, 2.5190, 4.5913)
C (-0.9855, 1.8891, 4.0083)
C (2.3315, 2.2408, 2.6686)
C (3.6225, 1.8526, 2.3149)
C (4.7219, 2.4612, 2.9004)
C (4.5428, 3.4767, 3.8294)
C (3.2618, 3.8838, 4.1656)
C (2.1574, 3.2702, 3.5873)
H (2.1196, -0.6448, 2.5492)
H (0.8238, -0.3456, 3.6847)
H (0.5435, -2.5070, 2.2931)
H (0.4098, -1.5173, 0.8564)
H (-3.3039, -3.7711, 3.1273)
H (-4.0636, -5.8274, 2.0098)
H (-3.4293, -6.2765, -0.3376)
H (-2.0281, -4.6477, -1.5655)
H (-1.2890, -2.5836, -0.4689)
H (-0.4271, -3.3761, 4.0853)
H (-0.6432, -3.8187, 6.4901)
H (-2.2087, -2.4876, 7.8649)
H (-3.5683, -0.7111, 6.8108)
H (-3.3316, -0.2446, 4.3999)
H (-1.2168, 3.1893, 0.8954)
H (-3.1448, 4.3221, 1.9357)
H (-3.7065, 3.8828, 4.3058)
H (-2.3107, 2.3288, 5.6308)
H (-0.3807, 1.2211, 4.6110)
H (3.7742, 1.0901, 1.5580)
H (5.7192, 2.1515, 2.6165)
H (5.4016, 3.9554, 4.2820)
H (3.1164, 4.6843, 4.8802)
H (1.1639, 3.5983, 3.8632)
O (2.7061, 0.6837, -0.7779)
N (2.7597, 1.6124, -1.6617)
O (3.7705, 2.2364, -1.8709)
O (1.6757, 1.8130, -2.2808)
C (-4.4015, -0.6637, -0.4322)
C (-3.9625, 0.7881, -0.2764)
N (-3.3799, 1.3703, -1.4839)
C (-4.2886, 1.9927, -2.4433)
C (-4.8433, 1.0335, -3.4897)
C (-2.0617, 1.2160, -1.7487)
C (-1.4986, 1.8619, -2.9816)
N (-1.2503, 0.5691, -0.9714)
H (-4.6009, -1.1063, 0.5449)
H (-3.6184, -1.2563, -0.9060)
H (-5.3060, -0.7524, -1.0320)
H (-3.2424, 0.8785, 0.5433)
H (-4.8041, 1.4237, 0.0050)
H (-3.7830, 2.8266, -2.9273)
H (-5.1053, 2.4294, -1.8661)
H (-4.0403, 0.4877, -3.9855)
H (-5.3961, 1.5856, -4.2507)
H (-5.5184, 0.3032, -3.0480)
H (-1.5518, 2.9489, -2.8948)
H (-2.0492, 1.5715, -3.8747)
H (-0.4582, 1.5792, -3.0935)
H (-1.7161, 0.1322, -0.1815)
C (1.3548, -3.7500, -2.2751)
C (1.8141, -2.3885, -1.7485)
C (3.2399, -2.1217, -2.2232)
C (0.8431, -1.2839, -2.1822)
H (2.0509, -4.5447, -1.9975)
H (1.2925, -3.7282, -3.3664)
H (0.3689, -4.0157, -1.8897)
H (1.8308, -2.4570, -0.6516)
H (3.2610, -2.0873, -3.3163)
H (3.9152, -2.9197, -1.9064)
H (3.6286, -1.1772, -1.8478)
H (-0.1735, -1.6897, -2.2698)
H (1.1203, -0.9286, -3.1852)

Cartesian forces (eV/Å) of the 2 atoms listed first:
Co 0.073 0.503 0.985
C 0.021 0.031 0.074

***

Entry 6:
The following is a DFT calculation (the ωB97M-V functional and the def2-TZVPD basis) of 2 unconnected molecules or ions with the total composition HNO2PS in a non-equilibrium geometry.

Results
orbital gap (alpha / beta)	6.459 / 6.466	eV
molecular weight	110.054	g/mol
HOMO level (alpha / beta)	-3.93 / -3.92	eV
total charge	-1
energy	-945.420706	a.u.
energy above the lowest of the compared OMol25 structures with the same formula, charge and spin	51.51	kJ/mol

Positions of all 6 atoms, in Å:
N (-2.4664, 0.6879, -0.4399)
O (2.5289, 0.8514, 0.5597)
O (1.9857, -1.5700, 0.3779)
P (1.7143, -0.2124, -0.0497)
S (-1.0842, 0.5687, 0.3350)
H (-2.6782, -0.3256, -0.7831)

Cartesian forces (eV/Å) of the 2 atoms listed first:
N 0.837 -2.089 -0.821
O 0.624 1.381 0.304